ORCA calculation (ωB97M-V/def2-TZVPD) on 2 unconnected molecules or ions with the total composition C5H14.

Results
Multiplicity: 1
Structure (SMILES): CCC.CC
Energy, Eh: -198.81419
Strongest force on any atom, eV Å⁻¹: 4.90
Kohn-Sham gap, eV: 11.27

Last column: Mulliken charge in e.
Element x y z (Å)
C 1.270 -0.100 -2.067  -1.5177
C 0.128 0.579 -1.372  0.1877
C -1.163 0.206 -2.056  -1.1028
H 2.392 0.167 -1.619  0.2299
H 1.400 0.194 -3.008  0.5503
H 1.206 -1.122 -2.301  0.4202
H 0.236 0.088 -0.269  -0.2110
H 0.327 1.634 -1.367  0.3902
H -1.277 0.770 -2.963  0.3480
H -1.256 -0.851 -2.202  0.3275
H -1.980 0.556 -1.311  0.2391
C 0.156 -0.775 3.017  -0.9259
C -0.395 0.252 2.070  -0.5156
H 1.237 -0.877 3.237  0.3193
H -0.261 -0.595 4.068  0.2738
H -0.456 -1.655 2.911  0.2838
H -1.406 0.043 1.870  0.3003
H 0.122 0.189 1.104  0.0134
H -0.281 1.298 2.258  0.3894

Atoms 1-6, force components in eV/Å:
C 3.7339 0.9122 3.0340
C 1.3912 -2.9489 2.0781
C -1.5047 1.6325 2.6612
H -2.9178 -0.9481 -0.6634
H 0.2850 2.1707 -4.1775
H -0.3482 -1.8672 0.9550